A molecular structure, C4H7NO at a distorted geometry. Source: the Open Molecules 2025 dataset; level of theory: ωB97M-V/def2-TZVPD.

Output
HOMO energy = -9.45 eV

Last column: natural (NBO) charge in e.
Geometry (Å):
1 O 1.769 -1.503 0.326  -0.65
2 H 0.409 2.077 0.379  0.20
3 H -1.088 1.334 1.040  0.20
4 H -0.866 -1.561 -1.593  0.23
5 H 1.505 0.649 2.113  0.39
6 H -2.025 -0.720 -0.544  0.21
7 H -1.410 0.069 -2.005  0.22
8 H 1.230 -0.499 -0.907  0.36
9 N 0.733 0.294 1.561  -0.60
10 C -1.132 -0.588 -1.171  -0.62
11 C 0.903 -0.659 0.587  0.62
12 C 0.050 -0.026 -0.420  -0.35
13 C -0.078 1.133 0.634  -0.21